ORCA calculation (wB97M-V/def2-TZVPD) on a molecular structure, C48H41ClN2O10P2PtS at a distorted geometry.

Last column: Löwdin charge in e.
Geometry (Å):
Pt -0.184 -0.363 -0.091  1.106
Cl -1.388 2.282 -0.066  0.641
S 2.172 2.007 1.588  0.725
P -1.101 -0.652 -2.305  1.119
P -0.978 -0.683 2.338  1.218
O 2.312 2.940 0.492  -0.262
O -2.243 -2.134 0.002  -0.073
O -2.226 3.383 -0.226  -0.213
O 1.703 -1.536 0.775  0.009
O -2.183 1.067 -0.143  -0.394
O -0.431 2.235 -1.131  -0.377
O 1.581 2.480 2.794  -0.246
O -0.709 2.275 1.165  -0.334
O 3.595 0.383 -0.824  0.096
O 1.532 0.416 -1.717  -0.081
N 1.420 0.637 1.066  -0.155
N 2.013 3.077 -2.134  0.057
C -2.381 -1.855 2.342  -0.267
C 1.069 -2.079 -3.089  -0.087
C -3.096 -4.077 -1.229  -0.002
C -2.514 -2.811 -1.163  -0.241
C -3.005 1.143 2.674  -0.093
C -2.964 -2.312 1.152  -0.238
C 3.017 2.050 -2.478  -0.146
C 4.006 4.232 -2.095  -0.131
C -2.352 -2.786 -3.572  -0.049
C 0.243 -2.760 3.730  -0.057
C 2.162 -0.455 1.186  -0.592
C -2.993 -2.136 3.561  -0.065
C 0.136 -1.137 -3.526  -0.369
C 4.846 1.627 2.584  -0.006
C 1.173 -3.294 4.602  -0.037
C 2.708 0.777 -1.544  -0.594
C 1.279 -0.591 3.974  -0.107
C -4.370 1.580 -3.210  -0.039
C 2.145 -2.485 5.168  -0.030
C 5.573 -0.667 2.834  -0.031
C -3.023 -3.993 -3.634  -0.040
C 1.987 -2.594 -3.982  -0.038
C -4.835 -3.141 2.419  -0.026
C 0.267 -1.395 3.444  -0.324
C 2.205 -1.138 4.846  -0.037
C 0.124 -0.713 -4.851  -0.076
C -2.174 0.623 -2.991  -0.342
C -3.366 -4.648 -2.461  -0.029
C -1.300 1.251 4.385  -0.049
C 5.802 0.693 2.980  -0.028
C -4.181 -2.839 3.605  -0.039
C -3.555 0.541 -2.804  -0.063
C -1.798 0.676 3.216  -0.329
C -1.628 1.763 -3.586  -0.105
C -3.150 2.787 4.408  -0.022
C 3.463 -0.210 1.836  -0.168
C -2.451 2.789 -4.009  -0.039
C 4.358 2.742 -2.248  -0.098
C 1.985 -2.161 -5.301  -0.042
C 1.058 -1.225 -5.735  -0.049
C 4.402 -1.139 2.255  0.022
C -1.981 2.297 4.975  -0.032
C -3.821 2.708 -3.803  -0.027
C -4.241 -2.872 1.201  -0.002
C 2.583 4.338 -2.637  -0.103
C -3.671 2.195 3.265  -0.033
C -2.099 -2.185 -2.344  -0.256
C 3.690 1.150 2.018  -0.188
H 2.704 -2.566 -5.994  0.116
H -4.461 3.527 -4.095  0.121
H 2.888 1.715 -3.512  0.163
H 4.707 4.875 -2.619  0.123
H 6.322 -1.370 3.171  0.119
H -0.558 1.838 -3.700  0.099
H -0.408 0.866 4.850  0.099
H 2.980 -0.514 5.266  0.125
H 3.998 4.504 -1.041  0.113
H 2.562 4.353 -3.730  0.140
H -3.392 0.698 1.768  0.102
H -2.031 3.665 -4.480  0.119
H -1.593 2.734 5.882  0.120
H 1.143 -4.346 4.841  0.119
H 1.064 -2.385 -2.047  0.106
H -4.621 -3.110 4.551  0.120
H -5.437 1.515 -3.055  0.119
H 6.726 1.038 3.416  0.120
H -5.817 -3.586 2.443  0.124
H -2.033 -2.303 -4.484  0.117
H -3.245 -4.433 -4.594  0.120
H -3.658 3.623 4.860  0.120
H 2.707 -3.330 -3.659  0.118
H -4.584 2.569 2.831  0.121
H 5.004 2.685 2.710  0.130
H -0.626 -0.015 -5.193  0.106
H -3.988 -0.333 -2.340  0.115
H -3.326 -4.621 -0.326  0.124
H 1.332 0.459 3.718  0.081
H 5.030 2.564 -3.086  0.127
H 1.049 2.834 -2.396  0.138
H 1.996 3.124 -1.074  0.106
H -0.516 -3.388 3.287  0.112
H 1.058 -0.901 -6.764  0.117
H 4.210 -2.194 2.141  0.134
H 2.042 5.200 -2.252  0.139
H 2.867 -2.910 5.848  0.121
H 4.833 2.355 -1.348  0.117
H -4.772 -3.081 0.287  0.123
H -3.851 -5.611 -2.504  0.123
H -2.518 -1.815 4.477  0.126

Force components x, y, z for each atom (eV/Å):
1.157 2.218 0.810
1.034 2.239 -0.272
0.610 0.295 0.268
-0.853 -1.536 -1.162
-0.675 -0.664 0.746
0.122 -0.170 0.541
-0.031 0.090 0.089
-1.160 0.831 -0.001
-0.527 -0.269 -0.516
-0.084 -2.788 -0.197
0.513 -0.124 -0.565
-0.142 0.265 0.208
0.326 0.484 1.133
0.170 -0.628 0.353
-3.174 -1.062 0.144
-1.004 -0.713 0.138
-0.672 0.072 0.477
0.301 -0.097 -1.308
-0.104 0.071 -0.043
0.164 0.179 0.264
-0.136 -0.348 -0.914
0.084 -0.130 -0.089
-0.321 -0.106 0.842
0.198 -1.669 0.494
0.088 0.026 -0.141
-0.192 -0.125 -0.031
-0.181 -0.040 -0.144
0.876 -0.182 0.134
0.032 -0.108 0.091
0.361 0.185 0.459
0.002 0.226 -0.037
-0.063 -0.068 0.000
2.221 1.961 -0.839
-0.052 0.095 0.205
-0.054 -0.005 -0.041
0.000 0.063 -0.077
-0.021 -0.099 -0.042
0.068 0.087 -0.037
-0.032 -0.041 0.109
0.151 0.105 0.035
0.182 0.304 -0.694
-0.097 0.066 -0.010
-0.165 0.229 0.181
0.378 0.131 0.459
0.073 0.152 -0.048
0.267 -0.141 -0.139
-0.165 0.087 -0.060
0.045 0.103 0.004
0.016 -0.117 0.059
0.225 0.167 -0.651
0.009 -0.035 -0.058
0.170 -0.132 -0.003
0.452 -0.164 0.154
0.041 0.008 -0.018
0.066 -0.014 0.018
-0.087 0.084 -0.037
0.091 -0.123 -0.029
-0.205 0.210 -0.185
-0.162 0.062 0.034
0.041 -0.134 0.050
0.141 0.179 -0.289
0.332 0.757 -0.114
0.016 -0.026 0.024
0.016 0.224 0.970
-0.756 -0.505 -0.270
0.109 -0.040 -0.108
-0.046 0.055 -0.064
-0.160 0.256 0.083
-0.064 0.116 0.014
0.041 -0.034 0.006
0.081 0.018 -0.079
0.045 0.104 0.024
0.036 0.080 0.023
0.059 0.105 0.012
-0.095 -0.131 0.127
-0.102 0.014 0.096
0.069 0.048 -0.027
0.028 0.041 0.099
-0.037 -0.095 -0.001
0.141 -0.098 -0.054
-0.047 0.065 0.131
-0.064 -0.017 0.000
0.088 0.040 0.059
-0.097 -0.086 -0.023
0.029 0.011 -0.045
-0.014 -0.051 -0.050
-0.070 0.102 0.080
0.061 -0.052 0.069
-0.096 -0.008 -0.046
0.080 0.149 0.083
0.024 0.057 -0.064
-0.045 -0.060 0.065
-0.037 -0.002 0.012
0.026 -0.041 0.101
-0.038 -0.003 0.023
0.411 0.155 -0.110
-0.141 -0.071 -0.844
0.014 -0.109 -0.002
-0.035 0.011 -0.081
0.026 -0.104 -0.060
-0.132 -0.071 -0.005
0.079 -0.043 0.080
-0.028 -0.088 -0.071
-0.015 -0.094 -0.025
0.013 -0.101 0.037
-0.020 0.082 0.103

Values from the calculation:
net charge: +2
E_HOMO (alpha / beta): -13.6 / -13.6 eV
orbital gap (alpha / beta): 5.25 / 5.57 eV
DFT total energy: -4375.17281 a.u.
lowest unoccupied orbital energy (alpha / beta): -8.3590 / -8.0486 eV
strongest force on any atom: 3.35 eV/Å

ORCA calculation (wB97M-V/def2-TZVPD) on a molecular structure, C48H41N5O3P3RhSe2 at a distorted geometry.

Last column: Löwdin charge in e.
Geometry (Å):
Rh -0.878 -1.068 1.517  0.669
Se 1.274 -1.989 0.452  0.526
Se -0.008 5.106 0.827  0.452
P 0.656 3.934 -0.901  0.620
P 1.484 -0.329 -1.042  0.742
P -0.378 -2.778 3.106  0.810
O -2.587 -2.109 0.539  -0.142
O -3.701 -3.477 -1.109  0.032
O 0.375 0.385 2.401  -0.197
N -0.768 0.355 0.085  -0.225
N -1.787 1.173 -0.090  -0.018
N -1.375 2.287 -0.660  -0.033
N -3.715 -0.526 1.801  0.102
N -2.510 -0.277 2.244  -0.167
C 0.101 4.343 -4.906  -0.059
C 5.458 -0.229 -0.026  -0.069
C 0.919 1.855 4.180  -0.025
C 3.313 -0.403 -1.156  -0.395
C 0.340 -5.389 3.316  -0.097
C -0.841 5.392 -4.952  -0.076
C 3.316 3.425 -0.118  -0.097
C -4.869 -2.885 -0.799  -0.280
C 5.295 4.067 -1.358  -0.085
C -0.019 2.286 -0.767  -0.447
C -0.873 2.896 5.521  -0.059
C 0.376 0.916 -0.441  -0.428
C 1.134 -2.282 3.942  -0.266
C 2.495 4.082 -1.024  -0.357
C -7.271 -2.821 -1.081  -0.087
C -1.276 6.074 -3.834  -0.074
C 4.488 4.830 -2.197  -0.046
C -1.619 -2.890 4.489  -0.232
C -0.775 5.634 -2.625  -0.100
C 3.836 -1.295 -2.069  -0.101
C 0.332 -6.736 2.910  -0.097
C -0.272 -1.181 -3.021  -0.054
C -0.552 -6.120 0.804  -0.065
C 1.076 0.071 -5.122  -0.091
C 3.086 4.904 -1.937  -0.089
C -0.143 -0.525 -5.402  -0.089
C -6.207 -1.258 0.426  -0.036
C 5.131 -1.786 -1.801  -0.075
C 1.580 0.114 -3.809  -0.097
C -0.759 -1.209 -4.362  -0.064
C -3.669 -1.429 0.836  -0.328
C 0.014 1.101 3.420  -0.310
C -7.359 -1.788 -0.147  -0.106
C 0.952 -0.562 -2.728  -0.358
C 5.966 -1.282 -0.814  -0.065
C 4.709 3.380 -0.326  -0.093
C 0.506 2.768 5.132  -0.054
C -1.763 2.098 4.837  -0.070
C -0.492 -4.767 1.125  -0.116
C 0.650 3.981 -3.682  -0.094
C -2.470 0.434 3.365  -0.060
C 4.158 0.199 -0.224  -0.114
C 0.213 4.658 -2.528  -0.360
C -0.063 -4.408 2.422  -0.412
C -0.027 -7.112 1.647  -0.085
C -4.971 -1.879 0.182  -0.071
C -1.398 1.170 3.874  -0.125
C -6.025 -3.263 -1.509  -0.009
H 0.644 -7.523 3.584  0.100
H 6.984 -1.615 -0.742  0.098
H -0.912 -6.426 -0.186  0.112
H -1.207 3.625 6.227  0.092
H -6.307 -0.374 1.104  0.123
H 4.932 5.363 -3.042  0.108
H 2.907 2.852 0.751  0.117
H 5.256 2.853 0.426  0.093
H 6.363 4.010 -1.540  0.107
H 0.978 -2.177 5.001  0.042
H 5.452 -2.620 -2.469  0.117
H -0.807 -1.699 -2.238  0.094
H 0.118 -8.137 1.282  0.114
H -1.266 -3.674 5.151  0.025
H 1.906 -3.032 3.791  0.045
H -0.551 -0.541 -6.400  0.102
H 5.999 0.258 0.757  0.096
H 1.454 3.229 -3.602  0.107
H -3.034 -2.894 -0.571  0.037
H -8.328 -1.314 0.017  0.099
H 2.498 0.725 -3.575  0.118
H 1.607 0.612 -5.889  0.097
H 3.194 -1.757 -2.827  0.112
H -2.674 -3.041 4.135  0.061
H -3.465 0.571 3.772  0.125
H -0.830 -3.999 0.432  0.056
H 3.730 0.963 0.453  0.091
H 0.792 -5.043 4.302  0.126
H -1.180 5.947 -1.670  0.057
H -5.943 -4.005 -2.342  0.128
H 2.516 5.427 -2.670  0.091
H -1.765 -2.039 5.167  0.042
H -1.926 6.927 -3.929  0.106
H 1.245 3.321 5.674  0.095
H -8.157 -3.265 -1.406  0.082
H 1.509 -1.298 3.620  0.028
H -1.761 -1.665 -4.511  0.115
H 0.401 3.779 -5.760  0.093
H -2.844 2.311 4.907  0.123
H -1.304 5.679 -5.893  0.104
H 1.964 1.817 3.878  0.116

Force components x, y, z for each atom (eV/Å):
1.943 -2.123 -0.958
-0.335 0.550 -1.022
-0.739 1.395 1.526
1.392 -1.957 -2.260
-0.059 -0.666 1.218
-1.368 2.581 -0.644
-2.055 1.401 0.174
-0.145 0.942 0.182
0.594 2.190 3.036
-0.462 0.447 -0.972
0.540 0.448 -0.578
-0.802 0.716 1.010
-0.477 -0.041 -0.037
0.461 0.320 1.438
-0.355 0.487 1.127
-0.300 -0.434 -0.800
0.760 1.518 0.438
-0.266 1.406 -0.115
0.806 -0.227 0.602
-0.038 -0.238 -0.952
0.814 -1.078 0.653
-0.405 -0.227 -0.795
0.135 0.368 -0.909
1.179 -1.131 -1.206
0.505 -0.991 -1.631
0.815 1.515 0.509
0.859 0.336 0.333
-1.185 -0.729 1.506
1.800 0.678 0.557
0.854 -0.528 -0.199
-0.870 0.164 0.745
-0.751 -0.475 -0.087
0.273 -0.337 1.340
0.397 -1.071 0.843
0.870 0.117 1.255
0.405 -0.291 -1.368
0.674 -0.141 -1.091
0.269 0.742 0.980
2.219 -0.089 -2.175
0.517 -0.816 0.730
-0.511 0.278 0.529
-0.041 -0.822 -1.618
0.708 0.331 0.421
-1.271 0.100 1.463
-0.391 -2.659 -1.214
-1.287 -1.698 -1.553
0.117 0.656 0.006
-0.760 0.273 -1.884
-1.035 0.981 -0.114
-1.739 0.299 1.112
-0.586 -1.132 0.252
-0.742 1.944 1.409
-0.547 -0.394 0.792
0.346 0.358 0.148
-0.569 0.536 -0.807
-0.749 0.208 1.041
-1.148 -0.667 0.048
-0.764 -0.457 0.075
-0.703 0.595 -0.880
1.454 1.008 0.291
0.934 -1.033 -1.080
-0.268 -1.095 -0.097
0.249 0.155 0.223
0.188 -0.259 0.269
0.164 0.271 0.348
-0.032 0.317 0.275
0.414 -1.001 -0.632
-0.308 -0.043 0.355
0.133 0.605 -0.925
0.616 -0.305 0.074
-0.092 -0.022 0.072
-0.173 -0.161 0.622
0.053 0.825 0.690
-0.182 -0.016 0.041
-0.406 0.442 0.349
-0.388 -0.539 0.103
0.182 0.018 -0.052
-0.052 0.069 -0.037
0.601 0.035 0.232
-0.708 0.296 -0.137
-0.173 -1.078 -0.367
0.258 -0.243 0.252
-0.904 -0.828 -0.503
0.122 0.044 -0.123
0.484 0.146 0.275
1.116 -0.463 -0.018
-0.009 0.267 0.366
-0.015 -0.235 0.203
0.345 -0.741 -0.460
-0.940 -0.875 -1.156
-0.042 0.558 -0.113
0.031 0.639 1.000
-0.442 0.468 -0.137
0.813 0.439 -0.613
-0.356 -0.083 0.124
0.358 0.376 0.065
-1.200 -0.500 -0.966
-0.266 -0.481 -0.312
0.902 0.191 0.008
0.003 -0.015 -0.673
0.569 -0.395 0.474
0.317 -0.159 -0.087
-0.147 -0.063 0.149

Values from the calculation:
net charge: 0
E_HOMO (alpha / beta): -4.2 / -7.7 eV
orbital gap (alpha / beta): 4.09 / 5.33 eV
DFT total energy: -8290.47840 a.u.
lowest unoccupied orbital energy (alpha / beta): -0.1246 / -2.3262 eV
strongest force on any atom: 3.79 eV/Å
2S+1: 5